# 1
36
Properties=species:S:1:pos:R:3:nbo_charge:R:1 method="wB97M-V/def2-TZVPD" orbital_gap_ev="5.55 / 7.04" molar_mass_g_mol=295.3 total_charge=-1 de_lowest_ev=0.1072
Al 0.72605 -1.42589 -0.42649 1.749
N 4.39166 1.00960 -1.09788 -0.824
C 3.19188 0.31192 -1.06066 0.259
S 3.14514 -1.16507 -0.17279 -0.377
N 2.20514 0.82409 -1.72650 -0.429
N 1.05703 0.08215 -1.67420 -0.473
C 0.03052 0.51018 -2.40420 -0.025
C -1.13960 -0.24768 -2.30164 0.091
C -2.35729 -0.00400 -2.98255 -0.226
C -3.42430 -0.82991 -2.77637 -0.208
C -3.29176 -1.92104 -1.87959 -0.355
C -2.08653 -2.10759 -1.25084 0.097
N -1.02595 -1.31218 -1.43325 -0.616
H 4.98913 0.81948 -0.31172 0.379
H 4.27863 1.98855 -1.31194 0.375
H 0.13466 1.39275 -3.02267 0.189
H -2.41243 0.83975 -3.65983 0.203
H -4.35991 -0.66222 -3.29562 0.197
H -4.11940 -2.59281 -1.69919 0.203
H -1.93023 -2.93096 -0.56188 0.203
F 0.80013 -3.11035 -0.63171 -0.769
C 1.37839 1.32155 1.84504 -0.611
C 0.12352 0.50083 2.15405 -0.146
C -1.09324 1.43976 2.11991 -0.597
C 0.25332 -0.06000 3.58505 -0.595
C -0.09324 -0.64657 1.19746 -0.644
H 1.45839 2.17825 2.52393 0.181
H 1.34620 1.69113 0.81920 0.217
H 2.26916 0.70447 1.95488 0.222
H -0.95951 2.26938 2.82214 0.186
H -2.00303 0.89847 2.39143 0.196
H -1.22503 1.84820 1.11525 0.210
H 0.37596 0.75691 4.30565 0.185
H 1.12178 -0.71716 3.65392 0.210
H -0.63688 -0.63105 3.86024 0.197
H -1.11838 -1.02297 1.33337 0.144


# 2
38
Properties=species:S:1:pos:R:3:nbo_charge:R:1 method="wB97M-V/def2-TZVPD" orbital_gap_ev=6.54 molar_mass_g_mol=658.2 total_charge=+2 de_lowest_ev=0.1394
W -1.69245 -0.94102 0.10467 0.552
S -2.11294 -1.60267 -4.34184 -0.114
As -2.02320 -1.08244 -2.43590 0.896
S -3.26195 -2.21588 0.56620 0.248
S -0.08535 -2.64779 -0.30794 0.209
S -2.52427 0.76434 -1.48996 -0.277
C 0.68221 1.68728 -2.96878 -0.583
C 1.70589 0.60044 -2.61152 -0.175
C 2.90427 1.20483 -1.86400 -0.588
C 2.18574 -0.09893 -3.89853 -0.584
C 1.07323 -0.42586 -1.77460 0.263
C 0.55376 -1.27670 -1.06798 -0.464
H 1.18351 2.44262 -3.57364 0.250
H 0.27883 2.17945 -2.08274 0.203
H -0.14305 1.28580 -3.55962 0.210
H 3.39754 1.92609 -2.51546 0.240
H 3.62831 0.43548 -1.59791 0.230
H 2.59280 1.72146 -0.95676 0.209
H 2.66374 0.64283 -4.53832 0.241
H 1.35196 -0.53960 -4.44577 0.216
H 2.91262 -0.87971 -3.67767 0.231
C -3.38175 0.42120 2.59753 -0.253
O -2.61648 0.65552 1.37634 -0.728
H -4.32499 -0.06199 2.34887 0.212
H -3.54933 1.37879 3.08260 0.232
H -2.78021 -0.21708 3.23632 0.204
H -3.00815 1.39487 0.88996 0.532
Br 0.23986 1.71203 0.94583 0.216
C 0.25741 0.32200 2.20920 0.162
C 1.02294 0.45663 3.35088 -0.241
C 1.03301 -0.58308 4.26391 -0.071
C 0.28461 -1.72521 4.00179 -0.224
C -0.44335 -1.78895 2.83951 0.079
N -0.47343 -0.77084 1.94563 -0.578
H 1.59677 1.35836 3.50822 0.272
H 1.62413 -0.50569 5.16686 0.265
H 0.26962 -2.56117 4.68604 0.270
H -1.02188 -2.66541 2.58859 0.235


# 3
46
Properties=species:S:1:pos:R:3:nbo_charge:R:1 method="wB97M-V/def2-TZVPD" orbital_gap_ev="8.89 / 6.71" molar_mass_g_mol=647.2 spin_multiplicity=3 total_charge=+1
Au -0.58196 -0.22631 0.39424 1.278
C -2.61835 1.62537 -4.18162 -0.418
N -2.56232 0.83473 -2.98438 -0.300
C -3.22338 -0.32489 -2.74438 -0.050
C -2.83149 -0.76120 -1.50896 -0.044
N -1.94807 0.12790 -0.99998 -0.524
C -1.79124 1.10992 -1.90105 0.045
P -0.73655 2.55133 -1.89116 0.612
C 1.75329 -0.03482 -1.36361 0.642
N 0.78509 -0.92439 -1.41196 -0.570
C 1.05569 -1.72676 -2.48479 -0.068
C 2.20202 -1.29275 -3.07461 -0.082
N 2.63603 -0.20351 -2.35551 -0.334
C 3.77107 0.63869 -2.61721 -0.414
C -0.36579 2.72787 -0.16805 0.007
N -0.85490 2.00900 0.85778 -0.542
C -0.43960 2.60699 1.98802 -0.031
C 0.32423 3.70413 1.66207 -0.031
N 0.37394 3.76304 0.31356 -0.305
C 1.17927 4.66467 -0.46041 -0.428
H -3.52398 1.38884 -4.73517 0.237
H -1.75069 1.42580 -4.81428 0.227
H -2.61700 2.68601 -3.92891 0.236
H -3.91599 -0.75433 -3.43765 0.245
H -3.13705 -1.63303 -0.96509 0.242
H 0.41974 -2.54826 -2.73760 0.228
H 2.73291 -1.65100 -3.93247 0.237
H 4.41926 0.14819 -3.33791 0.234
H 4.31362 0.82194 -1.69051 0.236
H 3.44149 1.59791 -3.02012 0.219
H -0.71299 2.23896 2.95572 0.241
H 0.83351 4.39987 2.29940 0.245
H 1.06174 5.68227 -0.09007 0.228
H 0.87670 4.60883 -1.50732 0.221
H 2.22944 4.36704 -0.36428 0.274
O 3.88633 0.18684 0.63275 -1.016
P 2.91508 1.39543 0.59832 2.577
O 3.40462 2.71162 0.24238 -1.082
O 1.73202 0.97782 -0.50404 -0.800
O 2.07471 1.36802 1.93030 -1.084
P 1.75929 -0.10931 2.65817 2.568
O 1.03932 0.39473 3.96282 -0.980
O 3.05635 -0.77537 2.85924 -1.103
O 0.75797 -0.80996 1.77606 -1.149
H 3.76834 -0.33150 1.48876 0.549
H 1.62841 0.34936 4.71573 0.529


# 4
38
Properties=species:S:1:pos:R:3:nbo_charge:R:1 method="wB97M-V/def2-TZVPD" orbital_gap_ev="7.69 / 3.85" molar_mass_g_mol=296.4 total_charge=+2
C -0.25822 3.15724 -0.75470 0.048
N -0.12723 1.90107 -1.19599 -0.360
N 0.11504 1.97702 -2.56575 -0.214
C 0.01010 3.25574 -2.95672 0.084
C -0.21141 4.04874 -1.84181 -0.008
B 0.32562 0.66306 -3.38731 0.514
N 1.43537 -0.27370 -2.79175 -0.332
N 1.44010 -0.62925 -1.44499 -0.532
C 2.51373 -1.42124 -1.25831 0.011
C 3.17207 -1.62903 -2.49002 -0.302
C 2.43887 -0.89920 -3.42738 0.042
Mg -0.39074 -0.08098 -0.52901 1.724
N -0.99962 -0.15424 -3.35746 -0.324
N -1.54156 -0.62071 -2.16330 -0.537
C -2.66683 -1.28459 -2.48269 0.004
C -2.86453 -1.22971 -3.87951 -0.297
C -1.78103 -0.50913 -4.38059 0.042
H -3.27845 -1.77900 -1.73774 0.228
H -1.49148 -0.23617 -5.38118 0.253
H -3.66748 -1.66128 -4.43692 0.266
H 0.61718 0.94222 -4.51059 0.014
H 2.53946 -0.81259 -4.49650 0.251
H 0.09533 3.52180 -3.98978 0.278
H 4.04039 -2.22309 -2.67722 0.266
H -0.32585 5.11150 -1.80581 0.277
H 2.79330 -1.81105 -0.28616 0.237
H -0.39507 3.39420 0.29143 0.268
H -0.71909 -1.98121 0.07065 0.148
C -0.22485 -2.15219 1.07013 -0.862
H 0.55553 -2.89574 0.89152 0.276
H 0.27090 -1.24099 1.45789 0.200
H -0.96772 -2.46792 1.80981 0.267
C -3.40291 -0.66953 0.65176 -0.778
C -2.53331 0.41941 0.23444 0.402
O -2.61861 1.58695 0.02540 -0.404
H -4.22382 -0.76487 -0.07933 0.292
H -3.80577 -0.45579 1.65612 0.310
H -2.83268 -1.61403 0.69625 0.251


# 5
31
Properties=species:S:1:pos:R:3:nbo_charge:R:1 method="wB97M-V/def2-TZVPD" orbital_gap_ev=8.85 molar_mass_g_mol=188.1 de_lowest_ev=0.0774
B -0.21233 -1.95432 -0.54445 0.756
C -0.23615 1.11815 -0.86816 -0.164
C -0.49941 1.44054 1.50549 -0.120
C -0.01311 2.43405 -1.01866 -0.243
C -0.20099 2.74131 1.38926 -0.277
C -0.55789 0.57228 0.42514 -0.208
C -0.02229 3.28210 0.15726 0.125
C -0.69153 -0.81875 0.74160 0.355
C 0.20644 4.72595 -0.04896 -0.677
C 2.39639 -1.26976 0.05700 -0.589
C -1.72854 -3.39595 0.18511 -0.590
C 1.38259 -2.31832 -0.62800 -0.770
C -1.30662 -2.87619 -1.20829 -0.785
O -0.92595 -1.20748 1.86256 -0.575
H -0.09980 0.42385 -1.67430 0.209
H -0.70505 0.87681 2.49468 0.244
H 0.13763 2.88139 -1.95968 0.211
H -0.24383 3.36089 2.30677 0.216
H 0.12955 5.06457 -1.04262 0.218
H -0.49743 5.41876 0.43203 0.226
H 1.02988 5.18987 0.41990 0.231
H 3.37807 -1.48405 -0.33835 0.205
H 2.07786 -0.28512 -0.00491 0.203
H 2.34206 -1.46296 1.05666 0.202
H -2.07231 -4.44713 -0.02676 0.221
H -0.77558 -3.41581 0.68702 0.211
H -2.46369 -2.83736 0.85978 0.243
H 1.58457 -2.33297 -1.67252 0.220
H 1.66232 -3.27336 -0.22587 0.241
H -0.83865 -3.70187 -1.73459 0.221
H -2.23623 -2.44914 -1.58412 0.240


# 6
53
Properties=species:S:1:pos:R:3:nbo_charge:R:1 method="wB97M-V/def2-TZVPD" orbital_gap_ev=7.83 molar_mass_g_mol=1377.0
C 4.78250 0.84832 1.14244 -0.685
C 4.04344 -0.19868 1.93190 0.293
N 4.71694 -0.89219 2.74660 -0.590
C 2.55213 -0.45528 1.72344 -0.299
N 2.18385 -0.45917 0.31698 -0.703
C 1.78652 0.58729 -0.42501 0.606
N 1.50302 0.47108 -1.71556 -0.528
C 1.15877 1.67562 -2.17515 0.386
C 0.77516 2.03724 -3.60198 0.699
O -0.43733 1.98796 -3.81056 -0.672
O 1.74501 2.33038 -4.32937 -0.681
N 1.21033 2.53336 -1.15688 -0.269
Br 0.79815 4.31601 -1.37447 0.361
N 1.59317 1.87844 -0.01118 -0.231
C 1.68024 2.59120 1.23991 -0.316
C 0.38648 2.43683 2.02824 0.121
N 0.31313 2.17844 3.25616 -0.557
P 2.32320 -2.04299 -0.49066 1.401
N 0.71101 -2.31437 -0.95308 -1.157
O 3.19000 -1.76183 -1.82612 -0.977
H 5.52536 1.31694 1.77134 0.250
H 5.25499 0.34469 0.30284 0.260
H 4.10264 1.56878 0.69986 0.193
H 4.13282 -1.59646 3.19717 0.328
H 2.38504 -1.46580 2.08243 0.237
H 1.91168 0.19026 2.31574 0.220
H 1.84725 3.65245 1.08340 0.259
H 2.48338 2.22763 1.86759 0.236
H -0.53448 2.53170 1.45801 0.183
H 1.24509 2.10124 3.67082 0.324
H 0.54938 -3.29685 -0.76785 0.396
H 0.52358 -2.11568 -1.93186 0.396
H 2.70904 -1.96325 -2.63783 0.510
C -3.46718 -1.90410 -0.05138 -0.506
Br -3.03432 -2.70570 1.64466 0.082
Br -2.07100 -0.72922 -0.65740 0.099
Br -3.89890 -3.23145 -1.37549 0.089
H -4.35248 -1.30437 0.09817 0.227
C 6.50462 0.45970 -3.50953 -0.497
Br 6.65061 -1.12159 -4.59660 0.088
Br 4.78837 0.56478 -2.65451 0.107
Br 7.94229 0.57595 -2.23131 0.078
H 6.59374 1.31013 -4.16875 0.227
C -6.61806 0.49648 2.02241 -0.499
Br -4.76252 0.93892 1.78167 0.097
Br -7.10293 -1.03765 0.96131 0.082
Br -7.06146 0.24869 3.87625 0.101
H -7.19894 1.33231 1.66214 0.229
C -10.33626 -2.98145 0.40194 -0.504
Br -9.32857 -3.14478 -1.23083 0.092
Br -11.78928 -1.73580 0.21392 0.094
Br -10.94104 -4.69351 1.03566 0.096
H -9.66825 -2.58066 1.15033 0.226